Molecular formula: C36H67BHgN7O4P2S
Method: DFT, ωB97M-V/def2-TZVPD

Net charge   0
Gap between HOMO and LUMO (spin up / spin down)   5.834 / 7.923 eV
HOMO energy (spin up / spin down)   -5.3 / -7.4 eV
Energy above the lowest of the compared OMol25 structures with the same formula, charge and spin   2.80 kJ/mol
2S+1   2
LUMO (spin up / spin down)   0.54 / 0.54 eV
Electronic energy   -3355.48659 Eh
Molar mass   967.394 g/mol

The geometry in XYZ format:
```
119
Properties=species:S:1:pos:R:3:forces:R:3
Hg -0.792 0.395 0.046 0.149 0.287 0.322
S -2.789 1.781 0.419 -0.172 -0.095 -0.114
P 0.853 2.976 -1.309 0.033 -0.097 -0.032
P -0.067 -1.477 2.859 -0.038 0.027 -0.006
O -0.371 -0.051 -2.685 -0.211 0.122 -0.017
O 1.791 -2.904 -3.472 -0.051 -0.027 0.012
O 1.598 -2.094 -1.405 -0.122 -0.262 -0.221
O -2.373 -1.817 0.152 -0.023 -0.165 0.141
N -1.244 -1.638 -4.079 -0.069 0.139 -0.031
N 3.102 -3.909 -0.284 -0.057 -0.089 -0.043
N 2.065 -0.719 1.176 0.007 -0.021 0.056
N -4.426 2.645 -1.449 -0.076 -0.012 0.057
N 2.301 0.722 -0.593 0.060 0.161 0.138
N -4.496 -1.587 0.973 -0.034 -0.059 0.092
N -4.083 0.330 -1.459 -0.036 0.128 -0.053
C 3.188 4.478 -0.320 0.025 -0.001 -0.005
C -0.417 -0.631 -3.757 0.201 -0.203 0.016
C 4.810 0.495 -0.783 0.019 -0.017 -0.008
C -3.842 1.496 -0.956 0.060 -0.022 -0.055
C 0.129 -0.493 4.453 0.017 0.012 -0.001
C -0.577 4.618 -2.974 -0.009 0.027 0.036
C 1.707 -1.567 2.304 0.000 -0.029 0.013
C -2.224 -2.124 -3.131 0.040 -0.030 0.028
C -3.590 -1.906 0.038 0.093 0.035 -0.141
C 2.132 1.677 -1.678 0.116 0.000 -0.062
C -0.383 -3.302 3.188 0.031 -0.036 -0.019
C 3.557 0.250 -0.243 -0.052 0.029 0.018
C 1.895 4.889 -3.257 0.025 -0.033 -0.035
C 0.872 5.318 0.158 0.035 0.019 0.020
C 5.914 -0.138 -0.215 -0.004 0.015 -0.031
C -1.217 -0.438 5.182 -0.009 -0.009 0.006
C 0.552 -4.012 4.167 0.001 -0.011 0.015
C 3.415 -0.626 0.848 0.006 0.032 0.017
C 1.211 -0.901 5.455 0.008 0.003 0.001
C -1.834 -3.474 3.654 -0.021 0.007 -0.037
C -4.105 -0.964 2.223 -0.021 0.051 -0.038
C 1.737 4.068 -0.047 -0.069 0.022 0.061
C -5.902 -1.549 0.632 0.035 0.030 0.026
C -5.663 1.359 -2.994 -0.004 0.046 -0.001
C -1.230 -2.219 -5.400 0.022 -0.047 0.010
C 0.448 0.920 3.937 0.005 0.008 0.020
C 4.513 -1.257 1.408 0.026 0.011 0.007
C 1.990 -3.003 -2.289 0.108 0.031 -0.002
C -0.281 -3.970 1.804 0.001 -0.020 0.010
C 2.726 -4.189 -1.668 0.019 -0.005 0.013
C 1.705 3.289 1.282 0.010 0.010 -0.014
C 0.777 3.890 -2.959 -0.016 0.080 -0.011
C -5.402 2.587 -2.451 0.029 -0.037 -0.011
C 0.742 2.852 -4.089 -0.068 -0.017 0.010
C 5.771 -1.001 0.864 0.002 -0.029 0.008
C -4.986 0.245 -2.514 0.009 -0.006 0.006
B 1.314 0.100 0.252 -0.074 -0.199 -0.155
H -0.151 5.044 0.427 0.002 0.009 -0.015
H -6.392 1.264 -3.787 0.002 0.005 0.004
H 3.263 5.314 -1.012 -0.004 -0.044 -0.008
H 2.219 -0.787 5.052 0.002 -0.018 -0.013
H 2.034 -5.032 -1.692 -0.011 0.007 -0.017
H -2.046 -0.261 4.493 -0.004 0.000 -0.016
H 1.096 -1.925 5.805 -0.014 0.003 0.008
H 0.701 2.924 1.509 0.008 -0.015 -0.013
H -0.706 -4.977 1.866 0.019 0.008 0.002
H 4.403 -1.934 2.246 -0.001 0.012 -0.001
H 0.388 3.340 -5.002 0.010 0.002 -0.001
H -1.203 0.382 5.906 0.000 -0.006 -0.002
H 2.388 2.438 1.277 -0.004 0.012 -0.003
H -3.225 -1.769 -3.390 0.040 -0.019 -0.014
H -2.526 -3.039 2.931 0.037 -0.039 0.025
H 3.790 3.657 -0.711 0.010 -0.011 0.047
H -2.060 -4.542 3.737 0.005 0.006 0.004
H -1.100 -3.301 -5.335 0.011 0.002 0.005
H 0.426 -5.096 4.073 -0.009 0.009 0.004
H -2.161 -2.010 -5.934 -0.005 -0.003 0.010
H -0.840 -3.410 1.051 -0.021 0.011 -0.008
H -0.688 5.167 -3.914 -0.007 -0.014 0.002
H 1.893 5.735 -2.572 -0.017 -0.014 -0.017
H -6.497 -1.844 1.497 0.002 -0.013 -0.003
H -0.397 -1.812 -5.970 -0.006 0.007 -0.006
H -0.674 5.331 -2.154 0.006 0.004 -0.016
H 3.082 -4.739 0.291 0.026 -0.018 -0.011
H -0.369 1.312 3.326 0.008 -0.009 -0.005
H 2.360 -1.314 3.141 0.005 0.041 0.018
H 1.359 0.942 3.332 -0.001 0.000 0.010
H 4.021 -3.491 -0.209 -0.013 0.063 0.004
H -1.968 -1.766 -2.137 -0.035 -0.011 -0.006
H 0.324 -3.751 5.201 0.007 0.009 -0.001
H -4.480 0.059 2.268 -0.005 0.003 0.004
H 6.644 -1.481 1.287 0.000 0.008 0.001
H 1.289 5.915 0.975 -0.016 -0.008 0.012
H 1.757 5.288 -4.268 0.005 -0.009 0.000
H 0.594 1.595 4.786 -0.008 0.000 -0.009
H 1.939 -2.607 2.056 -0.004 0.029 -0.016
H -5.856 3.516 -2.751 -0.007 -0.006 0.008
H 6.898 0.044 -0.628 -0.004 -0.001 0.001
H -2.019 -3.021 4.628 0.008 0.005 -0.012
H 1.824 1.152 -2.580 -0.073 -0.016 0.038
H 2.013 3.961 2.090 -0.010 -0.005 0.001
H 0.837 5.953 -0.727 0.015 -0.002 0.008
H 4.939 1.151 -1.634 0.000 -0.004 0.008
H 3.654 4.790 0.620 -0.015 0.033 -0.007
H -2.220 -3.217 -3.134 0.012 0.005 0.002
H -4.215 3.505 -0.975 0.039 0.024 -0.035
H -1.418 -1.356 5.736 0.004 -0.005 -0.007
H -5.164 -0.745 -2.913 -0.010 0.022 0.012
H 0.273 -0.375 -4.577 -0.028 0.019 -0.007
H 0.064 2.029 -3.853 0.024 0.049 -0.006
H -4.504 -1.537 3.065 0.007 0.008 -0.004
H 3.557 -4.436 -2.330 0.027 -0.005 0.013
H 1.605 -3.786 3.985 -0.002 0.000 -0.016
H -4.053 -2.314 -0.874 0.009 -0.001 0.032
H -6.198 -0.543 0.320 -0.024 -0.014 0.011
H 2.881 4.419 -3.220 -0.013 0.005 0.006
H -6.108 -2.244 -0.180 0.005 0.034 -0.039
H -1.399 3.904 -2.888 0.011 -0.003 -0.003
H 3.096 2.145 -1.883 0.004 -0.022 -0.032
H -3.019 -0.934 2.273 0.019 0.008 0.003
H 0.751 -4.072 1.464 -0.011 0.003 0.002
H 1.731 2.442 -4.297 0.006 -0.009 0.002
H 1.892 -2.428 -0.529 0.027 0.118 0.056
H 1.149 -0.245 6.330 0.007 0.007 -0.013
```
Forces are in eV/Å.



Molecular formula: C36H67BHgN7O4P2S
Method: DFT, ωB97M-V/def2-TZVPD

Net charge   0
Gap between HOMO and LUMO (spin up / spin down)   6.144 / 7.769 eV
HOMO energy (spin up / spin down)   -5.7 / -7.3 eV
Energy above the lowest of the compared OMol25 structures with the same formula, charge and spin   23.55 kJ/mol
2S+1   2
LUMO (spin up / spin down)   0.44 / 0.43 eV
Electronic energy   -3355.47869 Eh
Molar mass   967.394 g/mol

The geometry in XYZ format:
```
119
Properties=species:S:1:pos:R:3:forces:R:3
Hg 0.312 0.249 -0.518 0.199 -0.408 -0.379
S 0.113 0.757 -3.366 -0.295 0.210 -0.040
P -2.911 1.455 -0.523 -0.095 -0.113 -0.088
P 1.890 -2.134 1.695 -0.144 -0.236 0.115
O 0.579 1.466 2.076 0.446 0.538 0.173
O 1.026 4.889 0.001 -0.035 -0.104 -0.166
O 0.000 3.272 -1.119 0.030 0.083 -0.103
O 1.922 -1.775 -1.763 0.161 -0.168 -0.350
N 0.188 4.533 -3.475 -0.080 0.026 0.145
N 2.254 2.894 2.756 0.032 0.071 -0.010
N -0.676 -2.561 0.719 0.081 -0.195 -0.086
N -2.443 -1.093 0.579 -0.079 -0.100 -0.030
N 2.541 1.355 -4.190 0.151 0.234 0.395
N 2.250 1.166 -1.858 -0.180 0.243 -0.015
N 1.644 -2.203 -3.984 -0.028 -0.053 -0.080
C 2.125 -2.011 -5.335 -0.080 0.070 0.089
C -3.351 0.048 0.606 0.325 -0.020 -0.044
C 3.516 -3.940 0.220 -0.001 0.070 0.033
C 1.070 2.273 2.860 -0.478 -0.403 0.016
C 3.477 -3.195 1.560 -0.022 0.141 0.033
C 2.297 -1.398 4.308 -0.008 -0.045 -0.031
C 0.633 -3.211 0.822 0.013 0.325 0.018
C -4.168 -2.677 1.528 0.008 0.008 -0.002
C -2.900 -2.303 1.107 -0.011 -0.001 -0.072
C -1.826 -3.206 1.170 0.077 0.008 -0.020
C 3.728 -4.221 2.664 0.118 -0.009 -0.080
C -3.644 2.003 -3.138 0.001 -0.064 0.012
C 2.298 -1.696 -2.926 -0.056 -0.278 0.348
C 4.614 -2.157 1.558 -0.011 -0.056 0.001
C -4.349 -3.965 2.023 -0.007 -0.029 -0.001
C -5.025 2.610 1.153 -0.026 0.013 0.014
C 1.069 -3.592 4.149 -0.004 0.039 0.079
C -3.290 -4.864 2.074 0.024 0.009 -0.015
C 3.083 2.720 1.587 0.058 -0.034 -0.004
C -5.521 1.087 -1.773 0.014 0.005 -0.048
C -3.593 -0.376 -2.426 -0.041 0.004 -0.065
C 0.976 5.100 -2.388 -0.168 -0.260 -0.024
C -0.064 -1.482 3.543 0.009 0.004 0.004
C 0.315 -2.764 -3.834 0.032 0.034 0.024
C 2.646 3.942 3.677 -0.064 -0.087 -0.048
C -2.017 -4.498 1.641 -0.052 0.022 0.012
C 0.674 4.416 -1.053 0.096 0.189 0.138
C -3.759 4.109 -0.388 0.022 -0.015 -0.006
C -3.670 2.855 0.487 0.180 0.033 -0.013
C 3.868 1.793 -4.059 -0.007 0.029 -0.257
C 1.287 -2.223 3.496 0.028 0.144 -0.062
C 4.392 1.843 -2.799 -0.035 -0.074 0.183
C -2.604 3.121 1.567 0.016 0.041 0.013
C 1.749 1.141 -3.075 -0.049 -0.083 -0.095
C 3.597 1.508 -1.711 -0.129 -0.049 0.032
C -4.011 1.039 -1.999 0.069 0.145 0.015
B -1.035 -1.226 0.312 0.213 0.308 0.263
H 0.842 6.171 -2.238 0.051 0.080 0.081
H -4.223 1.753 -4.033 0.024 0.004 0.038
H -2.481 2.273 2.248 -0.013 0.063 -0.027
H 0.031 -2.721 -2.786 0.025 -0.013 0.006
H -2.892 3.996 2.162 -0.015 -0.089 -0.029
H 3.255 -3.284 -0.607 -0.030 0.003 -0.072
H 2.412 -0.403 3.867 0.005 -0.029 0.057
H 3.873 -3.755 3.640 -0.025 -0.076 -0.057
H 4.647 -4.772 2.427 -0.049 0.040 0.010
H -2.789 4.334 -0.841 -0.053 -0.012 -0.034
H 2.104 -2.958 -5.878 0.031 -0.003 -0.001
H -3.862 -1.133 -1.684 0.010 0.031 -0.062
H -4.096 -0.633 -3.366 0.029 0.029 0.073
H 1.496 -1.290 -5.867 0.012 -0.008 0.017
H 0.523 -4.150 1.359 -0.058 -0.107 -0.072
H 2.599 4.918 3.188 -0.011 0.010 0.011
H -1.208 -5.217 1.669 -0.023 0.037 0.018
H -0.881 -2.120 3.203 0.046 0.053 0.050
H -4.356 -0.286 0.351 -0.050 -0.077 0.074
H 2.041 1.515 -5.045 -0.083 -0.097 -0.099
H -3.454 -5.866 2.453 0.012 0.049 -0.017
H -0.143 3.028 -2.063 0.008 -0.047 0.042
H 4.493 -1.470 0.716 0.035 -0.017 0.045
H -5.031 1.718 1.784 -0.006 0.073 -0.039
H 3.986 1.530 -0.711 0.008 -0.061 0.164
H 1.986 3.946 4.544 -0.006 -0.003 -0.038
H 4.113 2.526 1.895 0.000 0.004 -0.025
H 5.423 2.137 -2.649 -0.034 -0.014 0.002
H -0.737 4.943 -3.527 0.055 -0.004 -0.005
H 4.535 -4.311 0.055 -0.067 0.000 0.032
H -4.048 4.965 0.230 0.020 -0.018 0.002
H 5.586 -2.657 1.465 -0.067 0.015 0.024
H 3.046 3.613 0.966 0.025 0.068 -0.104
H 3.668 3.772 4.017 -0.001 -0.005 0.021
H 4.406 2.018 -4.968 -0.049 -0.011 0.041
H 1.998 -4.072 4.450 -0.123 0.010 -0.010
H 0.546 2.531 3.795 -0.024 0.065 -0.010
H -2.514 -0.430 -2.597 -0.005 -0.031 0.038
H 0.469 -3.450 5.056 0.013 -0.019 -0.059
H 4.618 -1.565 2.478 0.027 -0.027 -0.063
H 2.845 -4.803 0.218 0.018 0.059 -0.023
H 2.711 1.876 1.020 -0.072 -0.116 -0.058
H 2.034 4.920 -2.583 0.036 0.008 0.001
H -5.829 2.520 0.423 0.029 -0.002 0.084
H -5.257 3.466 1.798 -0.008 -0.057 -0.021
H -1.630 3.318 1.112 -0.044 -0.005 0.039
H 3.248 -1.209 -3.198 0.003 -0.008 -0.004
H 0.510 -4.273 3.501 0.032 0.032 0.064
H 2.916 -4.947 2.731 0.079 0.016 0.008
H 1.943 -1.279 5.339 0.006 -0.019 -0.053
H -5.841 0.483 -0.920 0.000 0.037 -0.046
H -0.055 -0.571 2.944 0.001 0.050 -0.006
H 1.029 -3.418 -0.170 -0.025 -0.017 -0.032
H 0.629 4.643 -4.375 0.062 -0.031 -0.001
H 3.281 -1.873 4.345 -0.055 0.067 0.022
H -2.583 1.921 -3.387 -0.010 0.045 0.015
H 0.297 -3.800 -4.182 0.000 0.014 0.008
H -5.007 -1.994 1.472 0.055 0.003 0.061
H -5.329 -4.270 2.371 0.043 0.016 -0.047
H -5.863 2.113 -1.620 -0.020 -0.080 -0.013
H -6.031 0.699 -2.663 0.015 0.014 0.057
H -4.503 4.008 -1.180 0.011 0.023 0.061
H -3.861 3.042 -2.878 0.027 -0.080 -0.072
H 3.149 -1.640 -5.314 -0.011 0.007 0.008
H -3.380 0.430 1.628 -0.081 0.037 0.040
H -0.401 -2.175 -4.413 0.020 0.001 -0.009
H -0.277 -1.202 4.582 0.026 -0.044 -0.033
```
Forces are in eV/Å.